# 1
H12O6 | ωB97M-V/def2-TZVPD

Results
Kohn-Sham gap (eV): 11.2363
SMILES: O.O.O.O.O.O
Electronic energy (eV): -12480.017
Strongest force on any atom (Eh/bohr): 0.052
Relative energy (zero: lowest compared OMol25 entry of this formula, charge and spin) (kcal per mole): 25.3
E_HOMO (eV): -10.7
E_LUMO (eV): 0.49

XYZ file:
```
18
Properties=species:S:1:pos:R:3:forces:R:3:lowdin_charge:R:1
O -3.0554 -25.1029 6.1061 1.02 -1.07 -0.51 -0.02
H -3.7388 -24.5146 5.8798 -1.64 1.67 -1.33 -0.03
H -3.1295 -24.9631 7.0270 0.52 -0.36 1.98 0.03
O -5.6016 -24.3402 1.3612 -0.23 0.36 1.48 -0.02
H -6.5450 -24.4475 1.5274 0.13 -0.01 -0.36 0.06
H -5.3982 -24.6192 0.4858 0.03 -0.38 -1.06 0.04
O -2.7818 -22.4433 3.5453 0.73 1.20 0.95 -0.04
H -3.0754 -23.3415 3.5076 -0.51 -1.51 -0.57 -0.03
H -2.0607 -22.5128 4.1906 0.02 0.25 -0.36 0.07
O -4.8112 -22.6342 5.4344 0.28 -1.57 -0.84 -0.05
H -4.8823 -21.9069 6.0126 -0.13 1.32 1.01 0.02
H -4.0407 -22.4561 4.8574 -0.32 0.27 -0.12 0.00
O -1.7590 -24.8397 1.4570 1.88 -0.24 0.40 -0.07
H -2.4006 -25.2150 2.0466 -1.07 -0.22 0.51 -0.03
H -0.9412 -25.0283 1.9815 -0.76 0.42 -0.95 0.06
O -3.8521 -25.0424 3.4457 1.35 0.27 0.03 -0.03
H -4.6097 -24.9531 2.8886 -1.13 0.13 -0.81 0.01
H -4.0539 -25.5736 4.2033 -0.19 -0.53 0.57 0.04
```
Positions in Å, forces in eV/Å.


# 2
C21H36AlCl3N2O4Si | ωB97M-V/def2-TZVPD

Results
Kohn-Sham gap (eV): 8.0143
Electronic energy (eV): -85578.914
Strongest force on any atom (Eh/bohr): 0.070
Relative energy (zero: lowest compared OMol25 entry of this formula, charge and spin) (kcal per mole): 41.0
E_HOMO (eV): -7.7
E_LUMO (eV): 0.33

XYZ file:
```
68
Properties=species:S:1:pos:R:3:forces:R:3:lowdin_charge:R:1
C -1.7381 3.4674 -0.7117 0.07 0.00 -0.33 -0.06
C -2.3110 2.4005 0.1506 -1.34 -0.61 0.82 -0.24
H -2.5080 4.0494 -1.2163 0.09 -0.02 0.00 0.07
H -1.0982 2.9875 -1.4536 -0.03 0.26 -0.08 0.02
H -1.1127 4.1647 -0.1451 -0.01 -0.16 0.04 0.09
C -3.6266 2.1415 0.2318 0.14 0.27 0.04 -0.11
C -4.6603 2.8926 -0.5452 -0.52 0.34 -0.57 -0.11
H -4.0441 1.3953 0.9195 0.50 0.25 -0.21 0.10
H -4.3005 3.1067 -1.5697 -0.36 -0.07 0.43 0.07
H -4.9111 3.8683 -0.0783 0.09 -0.48 -0.19 0.09
H -5.6003 2.3134 -0.6228 0.42 0.31 0.00 0.07
Al 0.7364 -0.4596 0.4646 -1.30 0.39 0.19 -0.51
Cl 1.4644 0.7046 2.1825 0.40 0.22 -0.11 0.39
Cl 2.0066 -0.8724 -1.4020 -0.76 -0.85 0.81 0.59
H 4.3136 -4.6001 1.7175 -0.18 0.06 -0.01 0.10
H 6.0083 -2.7826 2.1110 -0.08 0.22 -0.25 0.10
C 3.8763 -4.0262 0.8941 0.11 -0.16 0.01 -0.01
C 5.5894 -2.2581 1.2391 -0.26 -0.01 -0.02 -0.02
N 4.1731 -2.6121 1.0968 0.13 -0.06 -0.02 -0.15
H 2.7994 -4.2004 0.8396 0.25 0.20 0.04 0.10
C 3.2363 -1.6857 1.1656 -1.89 -0.51 -0.01 -0.30
O 1.9822 -1.9446 1.1067 1.94 0.30 0.18 -0.16
H 5.6558 -1.1735 1.3817 0.15 -0.31 -0.04 0.10
H 3.5891 -0.6535 1.2718 -0.10 -0.20 0.06 0.09
H 4.3571 -4.3818 -0.0258 -0.15 0.20 0.08 0.10
H 6.1469 -2.5569 0.3383 -0.20 0.14 0.28 0.10
H -1.9601 0.1844 -1.8379 0.16 -0.57 -0.17 0.10
H -4.2822 -0.9404 -0.4542 0.20 -0.27 -0.18 0.09
C -1.9388 -0.8721 -2.1727 -0.08 0.33 0.13 0.01
C -3.8851 -1.8400 -0.9545 0.26 -0.11 0.05 -0.02
N -2.4238 -1.7451 -1.0933 0.63 -0.39 0.60 -0.15
H -0.9133 -1.1644 -2.4497 -0.45 0.21 0.14 0.09
C -1.6009 -2.2434 -0.1580 0.78 0.93 -0.96 -0.22
O -0.3619 -1.9564 -0.0621 -1.86 -0.80 -0.21 -0.05
H -4.1473 -2.7272 -0.3660 0.03 0.21 -0.14 0.10
H -2.0678 -2.9723 0.5290 0.22 0.31 -0.15 0.16
H -2.6367 -1.0121 -3.0129 0.43 0.04 0.18 0.09
H -4.3198 -1.9095 -1.9584 0.05 -0.10 0.32 0.09
O -0.6853 0.6937 0.0969 0.40 -1.78 0.48 -0.29
C -1.3288 1.5890 0.9675 0.55 -0.18 0.22 -0.38
C -2.5861 -0.3314 1.9667 -0.35 -0.14 -0.26 -0.13
C -1.9907 0.8979 2.1730 0.18 0.60 -0.63 -0.20
H -2.5193 -0.7329 0.9561 0.06 0.18 0.65 0.08
C -3.3385 -0.9637 2.9497 -0.19 0.28 -0.10 -0.10
H -0.5920 2.3106 1.3289 0.14 0.06 0.41 0.11
C -2.1290 1.5315 3.4052 -0.09 -0.19 -0.02 -0.02
H -3.7368 -1.9667 2.7492 -0.06 0.48 0.25 0.11
C -3.5904 -0.2724 4.1349 0.16 -0.17 0.10 -0.09
C -2.9654 0.9635 4.3692 -0.01 -0.05 0.05 -0.07
H -1.5929 2.4711 3.5653 -0.33 -0.24 0.10 0.13
H -4.2670 -0.7098 4.8728 0.33 0.19 -0.10 0.10
H -3.1395 1.4875 5.3142 0.07 -0.23 -0.33 0.10
Si 2.6798 1.0499 -2.4263 1.97 1.88 -2.37 -0.11
Cl 1.1794 2.1092 -1.3784 0.43 0.13 -0.94 0.45
C 2.6500 -0.1083 -4.0081 -0.79 -0.90 0.30 -0.28
C 4.1075 1.3350 -1.1845 0.07 -0.43 0.13 -0.25
C 3.3969 2.2981 -3.7226 -0.51 1.15 0.78 -0.28
H 1.7995 -0.8051 -3.9927 0.39 -0.16 -0.08 -0.01
H 3.5910 -0.6777 -4.0020 -0.21 -0.15 0.17 0.03
H 2.6268 0.4004 -4.9797 -0.03 0.08 0.50 0.01
H 2.7989 2.3457 -4.6477 0.31 0.19 0.43 0.01
H 4.3916 1.8718 -3.9519 -0.31 0.35 -0.01 0.03
H 3.4798 3.3023 -3.2827 0.36 -0.01 -0.38 0.01
H 3.9275 0.9385 -0.1709 0.04 0.10 -0.36 -0.01
H 4.2196 2.4264 -1.0901 -0.09 -0.33 -0.10 0.03
H 5.0641 0.9453 -1.5612 -0.14 -0.01 0.10 0.03
O -0.6064 -2.6346 3.4886 0.42 0.98 -0.94 0.12
C -0.3304 -1.8506 2.7102 -0.27 -1.19 1.23 0.04
```
Positions in Å, forces in eV/Å.


> What is the E_LUMO in the second record?

0.33 eV


> Among the records above, which one has the highest relative energy (zero: lowest compared OMol25 entry of this formula, charge and spin)?

C21H36AlCl3N2O4Si